93
Properties=species:S:1:pos:R:3:forces:R:3:mulliken_charge:R:1 method="wB97M-V/def2-TZVPD" homo_lumo_gap_ha=0.2705 e_lumo_ev=2.26 multiplicity=1 homo_energy_ev=-5.1 charge=-1
C -2.207 5.486 -1.535 0.6 -0.4 -0.1 -1.3459
C -1.273 4.204 -1.738 -0.8 0.8 0.0 -0.1121
C -2.145 3.099 -2.424 0.9 0.2 -0.3 0.6254
C -2.468 3.521 -3.909 -0.3 0.4 0.1 -1.5237
C -1.545 1.657 -2.361 1.0 0.5 -0.3 0.5327
S -2.790 0.653 -3.380 -1.2 -0.7 1.2 -0.3621
O -0.341 1.412 -3.080 -1.4 0.5 0.7 -0.8314
B -0.121 -0.029 -2.752 1.0 0.5 0.7 1.7873
Cl 1.793 -0.131 -2.686 0.9 -0.1 0.1 -0.5360
O -0.691 -0.231 -1.398 -0.9 0.3 -0.4 -0.7210
C -1.178 1.043 -0.923 -0.3 -1.6 -1.3 0.1925
C -2.480 0.911 -0.077 -0.2 0.2 1.3 -1.2098
C -2.692 2.081 0.964 -1.1 0.2 -0.3 -0.0186
C -4.236 2.377 1.163 0.3 -0.3 -0.2 -0.2762
O -4.633 2.330 2.537 -0.3 0.6 0.0 -0.5899
C 0.123 1.614 -0.220 -0.3 1.4 -0.3 -1.3877
O 0.965 0.601 0.319 -0.7 0.5 1.1 -0.3760
C 0.600 0.249 1.621 1.5 -0.8 0.1 -0.2534
O -0.460 -0.697 1.661 0.5 0.4 0.7 -0.0102
C -0.005 -2.001 1.949 -1.4 -1.3 0.3 -0.3191
C -1.252 -2.889 2.305 0.7 0.1 -0.3 -0.6386
O -2.169 -2.969 1.199 0.4 0.1 0.6 -0.4707
H -1.939 6.296 -2.245 -0.2 -0.4 0.5 0.3688
H -3.271 5.206 -1.727 0.7 0.3 0.3 0.2835
H -2.078 5.863 -0.495 -0.3 -0.1 -0.8 0.3760
H -0.909 3.940 -0.724 -0.2 -0.2 -0.8 -0.1269
H -0.385 4.490 -2.348 -0.6 -0.4 0.3 0.4970
H -3.123 3.077 -1.887 0.7 -0.2 -0.2 0.0440
H -1.813 3.012 -4.645 -0.3 0.2 0.5 0.3068
H -2.350 4.623 -4.063 0.0 -0.8 0.3 0.3980
H -3.537 3.294 -4.138 0.9 0.0 0.0 0.3224
H -3.034 -0.433 -2.562 0.4 0.8 -0.5 0.1243
H -0.380 -0.841 -3.584 -0.4 -0.2 -0.1 -0.4273
H -2.523 -0.035 0.517 0.4 0.6 -0.7 0.0042
H -3.408 0.895 -0.701 1.0 0.1 0.0 0.8903
H -2.231 3.043 0.653 -0.1 -0.7 0.1 -0.1768
H -2.289 1.838 1.975 0.0 0.0 -0.7 0.3810
H -4.501 3.392 0.778 0.2 -0.7 0.4 0.2568
H -4.880 1.658 0.605 0.6 0.3 0.2 0.2373
H -4.093 1.709 3.029 0.2 -0.2 -0.3 0.3490
H 0.733 2.175 -0.966 -0.5 -0.7 0.4 0.3986
H -0.098 2.337 0.606 -0.1 -0.4 -0.5 0.4342
H 0.407 1.131 2.284 -0.5 -0.5 -0.7 0.1029
H 1.497 -0.261 2.062 -0.5 0.5 -0.4 0.3930
H 0.493 -2.502 1.084 -0.1 0.7 0.4 0.2371
H 0.641 -2.025 2.863 -0.2 0.1 -0.7 0.2978
H -0.865 -3.918 2.508 -0.2 0.7 0.2 0.4385
H -1.783 -2.503 3.209 0.4 -0.2 -0.6 0.2036
H -2.317 -3.904 1.047 -0.1 0.0 -0.2 0.2849
C -0.779 -3.944 -6.045 0.0 0.0 0.1 -1.3217
C 0.499 -4.710 -6.363 -0.1 0.1 0.0 -0.3596
N 1.631 -3.846 -6.644 0.3 0.0 -0.4 0.1376
C 2.760 -4.548 -7.234 -0.1 0.0 -0.1 -0.6983
C 3.457 -5.619 -6.392 0.3 -0.1 0.0 -0.9616
C 1.965 -2.875 -5.605 -0.3 0.3 0.2 -0.6614
C 2.270 -3.401 -4.204 0.2 0.0 0.2 -0.6946
H -1.014 -3.228 -6.834 0.1 0.0 0.0 0.3233
H -1.616 -4.641 -5.962 0.0 0.0 0.0 0.4321
H -0.708 -3.407 -5.097 0.0 0.1 -0.1 0.1930
H 0.299 -5.320 -7.250 0.2 0.0 0.0 0.4543
H 0.708 -5.411 -5.542 -0.1 -0.1 0.1 0.2534
H 3.505 -3.815 -7.560 -0.1 0.1 0.1 0.3428
H 2.411 -5.022 -8.160 -0.1 0.0 0.1 0.4160
H 4.067 -5.181 -5.604 -0.1 0.0 0.1 0.2218
H 4.131 -6.202 -7.027 0.0 0.0 0.0 0.4026
H 2.750 -6.318 -5.942 0.0 0.1 0.0 0.2668
H 1.135 -2.167 -5.523 0.0 -0.1 0.0 0.2788
H 2.805 -2.261 -5.943 0.0 -0.2 -0.1 0.2831
H 1.542 -4.144 -3.868 0.0 0.0 -0.1 0.1860
H 2.238 -2.572 -3.495 -0.1 0.0 -0.1 0.1560
H 3.268 -3.839 -4.141 -0.1 -0.1 0.0 0.2781
C 3.347 -0.393 7.823 -0.1 -0.1 0.0 -1.4038
C 2.608 0.937 7.880 0.1 -0.1 -0.1 -0.3527
N 2.521 1.603 6.591 0.1 0.3 -0.1 0.1565
C 2.091 2.992 6.687 0.2 0.1 0.1 -0.6800
C 0.683 3.270 7.215 -0.1 0.2 0.0 -0.9497
C 1.915 0.832 5.514 0.1 -0.3 -0.1 -0.8398
C 0.497 0.299 5.725 -0.2 0.0 -0.1 -0.5671
H 4.334 -0.276 7.371 -0.1 0.0 0.0 0.3302
H 3.484 -0.783 8.834 0.0 0.0 0.0 0.4324
H 2.792 -1.145 7.258 0.0 0.0 0.0 0.2733
H 3.161 1.585 8.568 -0.1 0.2 -0.1 0.4652
H 1.618 0.776 8.328 0.0 0.0 0.1 0.2734
H 2.201 3.467 5.707 0.0 -0.2 0.0 0.3500
H 2.804 3.517 7.333 0.0 -0.1 0.0 0.4041
H -0.082 3.023 6.480 0.0 -0.1 0.1 0.2066
H 0.578 4.336 7.434 0.0 0.0 0.0 0.4003
H 0.470 2.727 8.138 0.0 0.0 0.0 0.2652
H 2.567 -0.021 5.300 0.0 0.0 0.1 0.3127
H 1.939 1.422 4.593 0.0 0.2 0.2 0.3525
H 0.367 -0.169 6.703 0.0 0.0 0.0 0.3516
H 0.277 -0.461 4.971 0.0 0.0 0.0 0.0675
H -0.252 1.082 5.613 0.0 0.0 0.1 0.1688